108
Properties=species:S:1:pos:R:3:forces:R:3:lowdin_charge:R:1 method="wB97M-V/def2-TZVPD" homo_ev=-8.13 homo_lumo_gap_ev=7.97 lumo_energy_ha=-0.0060 e_tot_ha=-2384.9140 largest_force_ev_per_a=1.47
C -2.112 -4.682 4.985 0.2 -0.1 -0.2 -0.067
C -0.661 -4.364 5.383 0.0 0.0 -0.1 -0.127
C -0.533 -2.956 5.893 0.1 0.1 0.4 -0.496
O -1.182 -2.523 6.805 -0.3 0.1 -0.1 0.131
O 0.398 -2.196 5.249 -0.2 -0.3 -0.6 0.001
C -0.145 -1.093 4.510 -0.1 0.0 0.3 -0.145
C -0.676 -1.540 3.141 0.3 0.0 0.3 -0.094
C -0.808 -0.355 2.188 -0.5 0.5 0.0 -0.116
N -1.575 -0.742 0.955 0.6 -1.3 -0.1 0.071
C -2.715 -1.658 1.009 -0.2 0.1 0.0 -0.080
C -3.933 -0.923 1.507 -0.2 0.1 0.2 -0.201
C -4.577 -0.006 0.677 0.0 0.0 0.3 -0.043
C -5.673 0.702 1.152 0.3 -0.2 0.1 -0.065
C -6.123 0.494 2.453 0.2 -0.1 0.0 -0.039
C -5.494 -0.419 3.297 0.1 0.0 -0.2 -0.257
C -5.953 -0.627 4.714 0.2 0.2 -0.2 -0.040
C -4.395 -1.125 2.804 0.0 0.1 -0.4 0.008
C -0.749 -0.610 -0.077 0.2 0.6 0.0 -0.291
N -0.751 -1.351 -1.159 -0.5 0.1 0.3 0.166
F 0.088 -1.040 -2.158 0.0 0.0 -0.2 0.071
N 0.129 0.453 0.075 -0.9 0.0 0.4 -0.004
C -0.672 1.681 -0.208 0.2 0.1 -0.2 -0.003
C 0.486 0.257 1.521 0.7 -0.1 0.0 -0.239
C 1.082 1.547 2.100 -0.3 0.0 0.5 -0.110
C 0.250 2.310 3.128 -0.2 0.3 0.0 -0.170
C 1.001 3.537 3.666 0.3 -0.2 0.0 -0.248
O 1.223 3.459 5.072 -0.1 0.2 -0.1 -0.063
C 1.662 -0.814 1.495 0.5 -0.6 0.0 -0.669
O 2.052 -1.149 0.369 -0.4 -0.2 -0.3 0.003
O 2.086 -1.192 2.602 -0.4 0.4 0.3 -0.009
H -2.692 -3.771 4.848 -0.1 0.0 0.1 0.059
H -2.105 -5.209 4.032 0.0 -0.1 0.0 0.063
H -2.607 -5.319 5.711 -0.1 0.1 0.1 0.074
H -0.019 -4.477 4.521 0.3 -0.1 -0.2 0.095
H -0.318 -5.046 6.160 0.0 0.0 0.0 0.124
H 0.664 -0.387 4.401 0.1 0.1 0.0 0.114
H -0.960 -0.686 5.114 0.0 0.3 -0.1 0.130
H -0.036 -2.327 2.756 0.2 0.0 -0.2 0.111
H -1.671 -1.954 3.316 0.0 0.0 0.0 0.087
H -1.435 0.356 2.735 0.2 0.4 -0.2 0.149
H -2.916 -2.042 0.009 0.0 0.1 -0.1 0.123
H -2.506 -2.514 1.644 0.1 -0.1 0.0 0.121
H -4.213 0.162 -0.330 0.0 0.0 -0.1 0.109
H -6.160 1.419 0.506 -0.1 0.0 0.0 0.105
H -6.968 1.058 2.824 -0.1 0.0 0.0 0.111
H -5.260 -0.133 5.395 0.0 0.0 0.1 0.089
H -5.968 -1.686 4.959 -0.1 -0.1 0.1 0.082
H -6.937 -0.194 4.869 -0.1 -0.1 0.1 0.076
H -3.881 -1.845 3.431 -0.1 0.0 0.1 0.108
H -1.343 -2.146 -1.330 0.2 -0.1 -0.3 0.170
H -1.529 1.453 -0.842 0.0 -0.1 -0.1 0.091
H -1.064 2.128 0.703 0.0 0.0 0.1 0.082
H -0.055 2.397 -0.742 0.1 0.1 0.1 0.086
H 1.321 2.225 1.282 0.1 -0.1 -0.1 0.124
H 2.026 1.280 2.572 0.1 0.0 0.0 0.128
H -0.005 1.695 3.991 0.1 -0.1 0.0 0.103
H -0.700 2.640 2.700 -0.1 0.0 0.0 0.099
H 1.963 3.618 3.155 0.0 0.1 -0.1 0.116
H 0.459 4.459 3.463 -0.1 0.0 0.1 0.113
H 2.109 3.122 5.217 0.0 -0.1 0.1 0.085
C 2.318 -7.569 2.679 0.0 0.0 0.0 -0.104
O 1.708 -7.834 1.428 0.0 0.1 0.0 -0.187
C 0.294 -7.854 1.473 0.1 -0.1 -0.1 -0.210
C -0.304 -6.557 0.974 -0.1 0.1 0.1 -0.212
O 0.016 -5.470 1.822 0.0 0.0 0.1 -0.214
C 1.076 -4.652 1.341 -0.1 0.1 0.0 -0.087
H 3.368 -7.359 2.489 0.0 0.0 0.0 0.092
H 1.868 -6.703 3.172 0.0 0.0 0.0 0.080
H 2.244 -8.439 3.339 0.0 0.0 0.0 0.088
H -0.057 -8.057 2.490 0.0 0.0 0.0 0.125
H -0.044 -8.672 0.829 0.0 0.0 0.0 0.125
H -1.395 -6.657 0.959 0.0 0.0 0.0 0.121
H 0.035 -6.361 -0.049 0.0 0.0 0.0 0.126
H 0.726 -4.027 0.511 0.1 0.0 0.0 0.081
H 1.928 -5.245 1.006 0.0 0.0 0.0 0.092
H 1.395 -3.995 2.149 0.0 0.0 0.0 0.084
C 0.065 4.431 -5.127 0.0 0.0 0.0 -0.112
O 1.019 3.387 -5.044 -0.2 0.0 0.0 -0.199
C 0.621 2.341 -4.173 0.3 0.0 0.0 -0.199
C 0.080 1.150 -4.930 -0.2 -0.1 0.0 -0.200
O -1.130 1.452 -5.608 0.0 0.1 0.0 -0.191
C -0.960 1.691 -6.993 0.0 0.0 0.0 -0.108
H 0.338 5.068 -5.966 0.0 0.0 0.0 0.083
H -0.945 4.046 -5.289 0.0 0.0 0.0 0.086
H 0.078 5.033 -4.211 -0.1 0.0 0.0 0.092
H -0.124 2.702 -3.456 0.0 0.0 0.0 0.116
H 1.505 2.025 -3.610 0.0 0.0 0.0 0.133
H -0.139 0.353 -4.214 0.0 0.0 0.0 0.106
H 0.833 0.778 -5.631 0.0 0.0 0.0 0.131
H -0.764 0.756 -7.529 0.0 0.0 0.0 0.089
H -0.144 2.391 -7.184 0.0 0.0 0.0 0.084
H -1.889 2.119 -7.365 0.0 0.0 0.0 0.089
C 6.556 4.949 -6.154 0.0 0.0 0.0 -0.114
O 5.340 4.616 -6.796 0.0 0.1 0.0 -0.190
C 4.210 4.658 -5.936 0.0 -0.1 -0.2 -0.199
C 3.420 5.932 -6.128 0.0 0.1 0.2 -0.202
O 4.159 7.074 -5.723 0.0 0.0 -0.1 -0.187
C 4.733 7.792 -6.798 0.0 0.0 0.0 -0.114
H 7.304 5.101 -6.931 0.0 0.0 0.0 0.088
H 6.464 5.865 -5.565 0.0 0.0 0.0 0.083
H 6.888 4.135 -5.500 0.0 0.0 0.0 0.088
H 4.515 4.554 -4.890 0.0 0.0 0.0 0.130
H 3.573 3.806 -6.188 0.0 0.0 0.0 0.119
H 2.524 5.887 -5.504 0.0 0.0 0.0 0.108
H 3.102 6.029 -7.171 0.0 0.0 0.0 0.129
H 3.966 8.348 -7.350 0.0 0.0 0.0 0.087
H 5.260 7.130 -7.488 0.0 0.0 0.0 0.083
H 5.442 8.501 -6.374 0.0 0.0 0.0 0.089